Formula: C24H56Cl16O8
Source: the Open Molecules 2025 dataset
Level of theory: ωB97M-V with the def2-TZVPD basis set

Properties
- HOMO level (eV) = -9.6
- structure (SMILES) = COCCOC.COCCOC.COCCOC.COCCOC.ClCCl.ClCCl.ClCCl.ClCCl.ClCCl.ClCCl.ClCCl.ClCCl
- electronic energy (eV) = -242528.714
- total charge = 0

Last column: Mulliken charge in e.
Atoms and positions in Å:
C 9.088 9.050 14.166  -0.78
O 10.332 8.809 13.548  -0.25
C 11.277 9.946 13.561  -0.02
C 12.653 9.381 13.566  -0.78
O 13.001 8.895 12.294  0.00
C 14.354 8.577 12.098  -1.09
H 9.254 9.574 15.111  0.33
H 8.566 8.099 14.294  0.26
H 8.493 9.610 13.447  0.27
H 11.139 10.610 14.444  0.52
H 11.090 10.579 12.714  -0.11
H 12.764 8.584 14.300  0.30
H 13.469 10.135 13.764  0.38
H 14.985 9.446 11.902  0.35
H 14.509 7.860 11.258  0.29
H 14.705 8.018 12.941  0.38
C 16.484 18.693 8.848  -0.66
O 17.653 17.995 8.863  -0.29
C 18.480 17.996 10.057  -0.42
C 19.761 17.275 9.863  -0.58
O 19.541 15.857 9.763  -0.21
C 19.660 15.130 11.018  -0.94
H 15.854 18.423 9.710  0.23
H 15.978 18.321 7.954  0.21
H 16.633 19.793 8.812  0.30
H 17.957 17.598 10.893  0.23
H 18.709 19.046 10.371  0.38
H 20.378 17.508 10.756  0.41
H 20.180 17.680 8.973  0.32
H 20.608 15.447 11.481  0.33
H 19.695 14.059 10.923  0.27
H 18.920 15.544 11.681  0.38
C 22.274 12.723 9.669  -0.74
O 21.053 13.144 9.058  -0.09
C 20.536 12.397 7.979  -0.60
C 19.000 12.641 8.107  -0.26
O 18.619 12.081 9.345  -0.43
C 17.430 12.668 9.803  -0.38
H 23.257 13.048 9.112  0.24
H 22.311 11.608 9.675  0.35
H 22.305 13.249 10.636  0.20
H 20.935 11.311 8.141  0.30
H 20.898 12.641 6.967  0.30
H 18.320 12.165 7.328  0.34
H 18.711 13.735 8.102  0.19
H 17.038 12.191 10.684  0.28
H 16.618 12.573 9.039  0.21
H 17.557 13.774 9.933  0.14
C 11.770 17.291 10.406  -0.96
O 11.562 16.078 9.704  0.20
C 12.668 15.793 8.829  -0.51
C 12.700 14.345 8.423  -0.63
O 13.000 13.552 9.574  -0.02
C 13.026 12.176 9.044  -0.49
H 12.303 17.099 11.298  0.31
H 10.796 17.748 10.540  0.12
H 12.378 17.908 9.801  0.45
H 13.673 16.019 9.279  -0.01
H 12.604 16.425 7.919  0.38
H 13.399 14.146 7.573  0.47
H 11.772 13.998 8.054  0.28
H 13.272 11.482 9.790  -0.03
H 13.825 12.090 8.244  0.38
H 12.072 11.896 8.603  0.04
Cl 9.838 6.843 11.003  -0.17
C 10.223 8.500 10.519  0.65
Cl 9.932 8.747 8.781  -0.17
H 9.577 9.111 11.033  0.01
H 11.271 8.671 10.695  -0.30
Cl 14.517 9.415 6.119  -0.16
C 13.495 8.548 7.297  -0.10
Cl 13.994 8.976 8.916  -0.08
H 12.477 8.874 7.197  -0.08
H 13.665 7.473 7.238  0.39
Cl 10.381 18.784 7.214  -0.16
C 9.387 17.365 7.683  0.29
Cl 8.325 17.744 9.074  -0.18
H 8.763 17.147 6.866  0.45
H 10.012 16.534 8.111  -0.45
Cl 8.526 16.059 12.806  -0.12
C 9.581 15.511 14.071  -0.03
Cl 10.493 16.894 14.706  -0.18
H 8.965 15.247 14.925  0.37
H 10.212 14.704 13.703  -0.04
Cl 11.305 11.402 5.678  -0.15
C 9.663 11.151 6.287  0.22
Cl 8.532 12.238 5.492  -0.17
H 9.376 10.119 6.116  0.33
H 9.746 11.381 7.338  -0.23
Cl 13.757 14.106 13.779  -0.18
C 15.052 14.131 12.482  0.01
Cl 15.278 15.738 11.785  -0.09
H 15.913 13.834 13.066  0.44
H 14.806 13.394 11.726  -0.24
Cl 8.722 23.243 10.301  -0.16
C 8.488 21.526 10.745  -0.28
Cl 10.013 20.650 10.461  -0.10
H 8.289 21.407 11.838  0.29
H 7.716 21.059 10.190  0.26
Cl 9.527 12.833 11.858  -0.14
C 9.958 13.817 10.503  1.43
Cl 8.977 13.413 9.036  -0.19
H 9.647 14.818 10.799  -0.28
H 10.992 13.661 10.391  -0.74

=====

Formula: C24H56N4O6PS
Source: the Open Molecules 2025 dataset
Level of theory: ωB97M-V with the def2-TZVPD basis set

Properties
- HOMO level (eV) = -10.4
- electronic energy (eV) = -64148.811
- total charge = +1

Last column: Mulliken charge in e.
Atoms and positions in Å:
C 4.738 -0.492 2.939  -0.89
C 3.957 -0.052 1.797  -0.44
C 2.693 -0.921 1.446  -0.50
C 1.567 -0.176 0.649  -0.31
N 1.088 1.038 0.744  0.26
C 1.546 2.067 1.701  -0.93
C 2.579 3.092 1.037  -0.01
N 3.616 3.536 1.683  -0.61
C -0.030 1.262 -0.224  -0.93
C -0.552 2.727 -0.522  -0.68
C -2.163 2.711 -0.580  0.07
O -2.572 3.421 -1.776  -0.56
C -2.822 3.455 0.680  -0.75
N -3.461 2.499 1.653  -0.52
C 0.244 0.247 -1.403  -0.43
P 1.301 0.761 -2.872  0.50
N 2.067 2.156 -2.711  -0.82
C 0.763 -0.961 -0.470  1.98
S -0.649 -1.964 0.261  -0.27
C 1.530 -2.075 -1.330  -2.06
O 0.665 -2.394 -2.417  -0.15
C 0.867 -3.738 -2.903  -0.58
C -0.569 -4.384 -3.217  -0.52
C -1.106 -5.159 -1.906  -0.46
H 4.479 -0.205 4.007  0.25
H 5.680 -1.104 2.833  0.27
H 4.272 0.889 1.272  0.56
H 3.073 -1.815 0.859  0.47
H 2.224 -1.355 2.384  0.35
H 2.063 1.644 2.604  0.61
H 0.674 2.682 2.088  0.41
H 2.443 3.514 0.001  0.34
H 3.625 3.091 2.616  0.30
H -0.911 0.815 0.350  0.12
H -0.181 3.141 -1.514  0.55
H -0.287 3.494 0.257  0.41
H -2.590 1.668 -0.650  0.60
H -3.220 2.846 -2.211  0.33
H -3.661 4.100 0.272  0.26
H -2.076 4.055 1.280  0.22
H -4.343 2.155 1.261  0.29
H -2.849 1.701 1.839  0.19
H -0.806 0.025 -1.786  0.64
H 0.411 0.785 -4.008  0.13
H 2.308 -0.239 -3.143  0.09
H 1.848 2.526 -1.782  0.14
H -0.250 -3.288 0.300  0.21
H 2.571 -1.762 -1.640  0.34
H 1.648 -2.974 -0.643  0.82
H 1.433 -4.408 -2.199  0.40
H 1.399 -3.701 -3.909  0.26
H -0.478 -5.092 -4.096  0.37
H -1.272 -3.556 -3.520  0.28
H -1.602 -6.128 -2.205  0.06
H -0.239 -5.297 -1.199  0.19
H -1.845 -4.442 -1.426  0.13
C 9.508 0.685 3.756  -1.16
C 8.122 0.567 3.154  -0.14
O 7.202 0.061 4.120  -0.51
H 9.855 -0.287 4.112  0.30
H 10.221 1.066 3.022  0.34
H 9.499 1.357 4.618  0.35
H 8.131 -0.121 2.307  0.29
H 7.765 1.541 2.804  0.26
H 7.191 0.677 4.862  0.27
C -2.599 -10.606 -3.341  -1.09
C -2.440 -9.268 -2.646  -0.19
O -2.093 -8.256 -3.588  -0.50
H -1.674 -10.885 -3.848  0.28
H -2.859 -11.389 -2.626  0.34
H -3.380 -10.554 -4.105  0.33
H -1.646 -9.317 -1.899  0.27
H -3.369 -8.977 -2.143  0.28
H -2.801 -8.210 -4.240  0.28
C -5.937 4.269 -2.550  -0.85
C -6.257 4.065 -4.018  -0.34
O -7.414 3.250 -4.166  -0.53
H -5.770 3.307 -2.057  0.17
H -5.046 4.889 -2.427  0.26
H -6.773 4.750 -2.035  0.46
H -5.429 3.565 -4.524  0.27
H -6.436 5.024 -4.515  0.27
H -8.145 3.699 -3.727  0.31
C -3.445 4.758 5.726  -1.03
C -2.697 5.493 4.632  -0.20
O -1.608 4.704 4.158  -0.48
H -2.776 4.526 6.558  0.27
H -4.278 5.358 6.101  0.34
H -3.836 3.807 5.355  0.33
H -2.290 6.431 5.011  0.29
H -3.361 5.719 3.791  0.23
H -1.974 3.880 3.815  0.26

=====

Formula: C24H56O8P
Source: the Open Molecules 2025 dataset
Level of theory: ωB97M-V with the def2-TZVPD basis set

Properties
- HOMO level (eV) = -10.7
- electronic energy (eV) = -51454.437
- total charge = +1

Last column: Mulliken charge in e.
Atoms and positions in Å:
C 0.926 -0.919 6.798  -0.93
C 1.551 -2.360 6.862  -0.50
C 1.114 -3.286 5.684  -0.53
O 1.824 -3.057 4.462  -0.32
C 1.290 -1.964 3.751  -0.67
P 2.046 -2.077 2.046  -0.04
C 2.145 -3.854 1.520  -0.74
C 0.906 -4.391 0.727  -0.93
C -0.502 -4.074 1.353  0.01
C -1.566 -3.673 0.264  -0.72
C -1.950 -2.161 0.225  -0.67
O -1.190 -1.367 -0.674  -0.28
C -1.340 -1.790 -2.032  -0.68
C 0.083 -2.364 -2.487  -0.22
C 3.832 -1.479 2.249  -0.61
O 4.758 -2.501 1.994  -0.43
C 5.522 -2.231 0.807  -0.42
C 4.679 -2.120 -0.515  -0.44
O 1.344 -1.086 0.926  0.10
C 0.762 0.101 1.507  -0.14
C 1.827 1.142 1.983  -1.40
H 1.528 -0.237 6.164  0.19
H 0.899 -0.482 7.813  0.37
H -0.087 -0.991 6.356  0.26
H 1.174 -2.834 7.789  0.41
H 2.657 -2.302 6.855  0.26
H 1.369 -4.323 5.991  0.32
H 0.016 -3.255 5.522  0.41
H 1.564 -0.980 4.196  0.05
H 0.175 -1.981 3.741  0.66
H 2.432 -4.475 2.391  0.59
H 3.011 -3.899 0.822  0.40
H 1.026 -5.495 0.691  0.49
H 0.879 -4.058 -0.328  0.33
H -0.848 -5.011 1.839  0.53
H -0.490 -3.285 2.130  -0.21
H -2.500 -4.222 0.525  0.29
H -1.232 -4.087 -0.705  0.49
H -1.752 -1.746 1.242  0.25
H -3.037 -1.996 0.047  0.35
H -2.090 -2.598 -2.151  0.52
H -1.630 -0.979 -2.726  0.40
H 0.768 -2.334 -1.613  -0.27
H 0.488 -1.642 -3.218  0.13
H -0.037 -3.390 -2.875  0.32
H 3.966 -0.603 1.578  0.49
H 3.946 -1.088 3.284  0.49
H 6.117 -1.313 0.994  0.39
H 6.214 -3.084 0.677  0.32
H 4.866 -3.025 -1.121  0.33
H 4.994 -1.209 -1.064  0.29
H 3.587 -2.026 -0.357  -0.08
H -0.002 -0.114 2.285  0.30
H 0.209 0.596 0.688  0.31
H 2.618 1.289 1.221  0.27
H 1.297 2.111 2.067  0.50
H 2.268 0.894 2.972  0.28
C -0.162 4.094 -3.733  -0.58
O 0.548 3.780 -2.537  -0.43
C -0.085 2.778 -1.758  -0.09
C 0.574 1.423 -1.951  0.94
O 0.387 0.933 -3.269  -0.40
C 1.526 1.127 -4.096  -0.87
H 0.510 4.659 -4.378  0.30
H -0.483 3.196 -4.267  0.26
H -1.031 4.715 -3.503  0.24
H -1.152 2.725 -1.982  -0.08
H 0.024 3.074 -0.708  0.35
H 0.100 0.703 -1.278  -0.88
H 1.640 1.468 -1.701  0.36
H 2.299 0.393 -3.839  0.31
H 1.932 2.136 -3.999  0.44
H 1.222 0.971 -5.130  0.27
C -3.575 3.961 -2.629  -0.81
O -3.550 5.099 -3.473  -0.39
C -4.408 4.962 -4.601  -0.51
C -5.715 5.710 -4.401  -0.55
O -6.492 5.131 -3.359  -0.38
C -6.390 5.848 -2.138  -0.71
H -3.113 4.234 -1.680  0.30
H -4.594 3.619 -2.434  0.51
H -2.996 3.150 -3.083  0.24
H -4.594 3.907 -4.823  0.35
H -3.883 5.399 -5.456  0.38
H -6.305 5.636 -5.318  0.38
H -5.531 6.770 -4.205  0.34
H -6.988 6.763 -2.194  0.33
H -5.354 6.102 -1.900  0.29
H -6.786 5.216 -1.344  0.25

=====

Formula: C24H58CuO24P4
Source: the Open Molecules 2025 dataset
Level of theory: ωB97M-V with the def2-TZVPD basis set

Properties
- multiplicity = 2
- HOMO level (alpha / beta) (eV) = -8.5 / -8.4
- electronic energy (eV) = -156771.328
- total charge = 0

Last column: Mulliken charge in e.
Atoms and positions in Å:
Cu 11.313 29.109 11.470  0.57
C 9.217 26.847 8.655  -1.49
C 10.011 27.668 9.630  0.64
O 11.254 27.635 9.627  -0.44
O 9.400 28.399 10.402  -0.39
H 8.142 27.018 8.602  0.29
H 9.324 25.844 9.068  0.31
H 9.541 27.011 7.628  0.36
C 14.855 29.231 13.509  -1.52
C 13.495 29.204 12.822  0.66
O 13.300 28.324 11.989  -0.28
O 12.558 30.036 13.066  0.04
H 15.217 28.278 13.893  0.38
H 14.895 29.881 14.383  0.29
H 15.643 29.572 12.838  0.34
C 13.500 28.993 7.649  -0.34
O 12.954 30.319 7.442  -0.40
P 12.133 31.101 8.594  -0.46
O 11.956 30.346 9.852  0.94
O 12.948 32.485 8.807  -0.31
C 14.203 32.451 9.521  -0.66
O 10.725 31.530 7.914  -0.26
C 10.769 32.301 6.718  -0.79
H 13.963 28.922 8.633  0.08
H 14.161 28.740 6.820  0.32
H 12.654 28.325 7.488  0.27
H 14.020 32.996 10.447  0.28
H 15.001 32.828 8.881  0.31
H 14.577 31.515 9.936  0.23
H 11.594 33.012 6.749  0.32
H 9.786 32.748 6.571  0.23
H 10.994 31.723 5.821  0.28
C 12.727 20.438 9.617  -0.59
O 12.604 20.592 11.003  -0.41
P 11.225 21.263 11.721  0.99
O 10.060 20.781 10.919  -0.68
O 11.177 20.666 13.179  -0.31
C 10.809 19.342 13.257  -0.70
O 11.584 22.849 11.769  -0.06
C 10.549 23.755 12.017  -0.64
H 12.634 19.367 9.441  0.25
H 13.729 20.603 9.220  0.24
H 11.914 20.990 9.145  0.30
H 11.248 18.905 14.154  0.26
H 11.114 18.664 12.459  0.31
H 9.728 19.284 13.381  0.26
H 10.048 23.540 12.961  0.38
H 9.809 23.672 11.222  0.39
H 10.828 24.809 12.029  0.01
C 8.721 28.104 16.178  -0.30
O 8.383 27.439 14.997  -0.30
P 9.552 26.829 13.996  -0.58
O 10.241 27.814 13.087  0.59
O 8.594 25.848 13.188  -0.33
C 7.580 26.390 12.332  -0.47
O 10.549 25.922 14.965  -0.35
C 11.975 26.012 14.874  -0.52
H 8.229 27.775 17.093  0.35
H 8.715 29.191 16.100  0.05
H 9.761 27.840 16.369  0.03
H 7.312 27.378 12.708  0.19
H 6.641 25.837 12.340  0.36
H 7.780 26.419 11.261  0.06
H 12.363 24.994 14.840  0.35
H 12.280 26.413 15.841  0.29
H 12.391 26.654 14.097  0.09
C 8.134 32.321 14.996  -0.91
O 8.733 31.319 14.129  0.21
P 9.215 31.805 12.627  -0.22
O 9.972 30.714 11.977  1.33
O 10.040 33.200 12.717  -0.38
C 11.194 33.319 13.483  0.06
O 7.802 32.173 11.929  -0.42
C 7.000 31.087 11.623  -0.56
H 8.311 32.039 16.034  0.19
H 7.052 32.446 14.952  0.32
H 8.505 33.334 14.838  0.36
H 12.052 33.310 12.811  0.09
H 11.129 32.526 14.229  -0.22
H 11.112 34.246 14.049  0.31
H 6.580 30.637 12.523  0.24
H 7.464 30.288 11.044  0.06
H 6.174 31.421 10.995  0.33
O 9.980 31.496 18.144  -0.51
C 11.064 31.969 18.342  0.70
O 12.199 31.673 17.692  -0.46
C 12.127 30.965 16.461  0.76
C 12.451 29.474 16.675  -0.90
C 11.047 33.148 19.330  -1.05
H 12.971 31.224 15.822  0.14
H 11.158 31.124 15.989  -0.41
H 11.779 29.007 17.395  0.41
H 13.470 29.198 16.944  0.35
H 12.237 29.024 15.705  -0.03
H 10.986 34.060 18.736  0.26
H 11.852 33.088 20.062  0.34
H 10.145 33.024 19.929  0.33
O 14.886 23.863 8.520  -0.60
C 15.240 25.027 8.250  0.70
O 15.696 25.388 7.004  -0.30
C 15.509 24.512 5.873  -0.31
C 15.365 25.317 4.620  -0.98
C 15.455 26.141 9.278  -0.68
H 14.668 23.860 6.109  0.34
H 16.272 23.766 5.651  0.31
H 14.922 24.866 3.732  0.37
H 16.369 25.688 4.413  0.25
H 14.663 26.117 4.853  0.22
H 16.433 26.039 9.748  0.40
H 14.718 26.058 10.076  0.21
H 15.395 27.134 8.831  0.09

=====

Formula: C24H58MgP2Si4Te
Source: the Open Molecules 2025 dataset
Level of theory: ωB97M-V with the def2-TZVPD basis set

Properties
- energy relative to the best compared isomer or geometry (same formula, charge and spin) (kJ/mol) = 0.0
- HOMO level (eV) = -3.8
- electronic energy (eV) = -88654.115
- total charge = 0

Last column: Mulliken charge in e.
Atoms and positions in Å:
P 0.290 -1.543 -2.568  0.58
P 0.157 -2.602 0.753  0.67
C 0.636 -3.299 -2.030  0.28
C 0.018 -3.756 -0.692  -0.03
H 1.730 -3.447 -2.025  0.40
H 0.239 -3.916 -2.842  -0.81
H -1.059 -3.962 -0.806  0.38
H 0.495 -4.692 -0.378  -0.91
C 1.745 -3.106 1.518  -1.26
H 1.813 -2.597 2.493  0.44
H 2.617 -2.799 0.911  0.30
H 1.748 -4.196 1.655  0.36
C -1.117 -3.105 1.900  -1.25
H -0.970 -4.162 2.156  0.37
H -2.097 -2.942 1.429  0.34
H -1.025 -2.467 2.792  0.39
C 1.549 -1.259 -3.843  -1.24
H 1.347 -0.267 -4.274  0.35
H 1.481 -2.035 -4.619  0.38
H 2.554 -1.248 -3.393  0.29
C -1.273 -1.676 -3.446  -1.30
H -2.067 -1.968 -2.744  0.30
H -1.181 -2.416 -4.254  0.38
H -1.499 -0.683 -3.858  0.41
Mg 1.321 -0.839 -0.472  -0.30
C 0.173 -6.950 -1.221  -0.04
C 1.460 -6.718 -0.899  -0.34
C 2.631 -7.166 -1.713  -0.84
C 2.445 -7.112 -3.247  -0.91
C 1.720 -5.907 -3.751  -0.14
C 0.414 -5.823 -3.978  -0.51
C -0.609 -6.876 -3.651  -0.74
C -0.306 -7.727 -2.398  -1.04
C -0.108 1.999 -1.149  0.51
H -0.628 -6.660 -0.534  0.47
H 1.724 -6.330 0.090  0.43
H 2.904 -8.195 -1.430  0.30
H 3.504 -6.551 -1.451  0.38
H 3.448 -7.107 -3.690  0.44
H 1.980 -8.037 -3.597  0.35
H 2.392 -5.088 -4.049  0.36
H 0.010 -5.004 -4.600  0.64
H -0.743 -7.552 -4.511  0.31
H -1.590 -6.395 -3.512  0.36
H -1.250 -8.208 -2.107  0.42
H 0.368 -8.549 -2.656  0.38
H -0.875 2.710 -1.463  -0.45
H -0.139 1.083 -1.752  -0.62
H 0.882 2.463 -1.163  0.23
C -3.923 3.632 1.394  -1.01
Si -2.688 4.042 2.758  0.44
C -3.001 5.772 3.439  -1.03
C -2.897 2.791 4.146  -1.02
Si -0.553 3.889 1.775  0.03
Te -0.506 1.432 0.898  0.24
Si -0.437 5.544 0.100  0.34
C -0.667 7.286 0.807  -1.00
C 1.247 5.496 -0.755  -1.07
C -1.772 5.318 -1.221  -1.15
Si 1.175 4.309 3.324  0.50
C 1.042 6.063 4.015  -1.03
C 1.145 3.092 4.758  -1.07
C 2.799 4.093 2.390  -1.09
H -4.913 3.542 1.867  0.40
H -3.689 2.676 0.907  0.23
H -3.978 4.408 0.622  0.30
H -3.998 5.758 3.905  0.40
H -2.274 6.058 4.211  0.24
H -3.005 6.548 2.663  0.27
H -2.713 1.763 3.806  0.28
H -2.233 3.001 4.996  0.28
H -3.939 2.853 4.495  0.37
H 0.103 7.555 1.542  0.22
H -0.588 7.994 -0.034  0.37
H -1.653 7.430 1.269  0.24
H 1.475 4.515 -1.191  0.29
H 1.230 6.229 -1.577  0.38
H 2.064 5.771 -0.077  0.29
H -1.713 4.357 -1.743  0.33
H -2.784 5.425 -0.811  0.32
H -1.629 6.109 -1.974  0.39
H 0.089 6.238 4.533  0.23
H 1.852 6.185 4.751  0.39
H 1.167 6.838 3.248  0.26
H 1.215 2.052 4.410  0.30
H 2.022 3.298 5.391  0.39
H 0.240 3.193 5.373  0.29
H 2.843 3.116 1.890  0.30
H 2.969 4.875 1.639  0.30
H 3.616 4.136 3.127  0.39